1.
Formula: C20H30FN5O6STi
Source: the OMol25 dataset
Level of theory: wB97M-V/def2-TZVPD

CARTESIAN COORDINATES (ANGSTROEM)
1 Ti -0.218 -0.504 -0.886
2 C 5.074 4.364 -3.475
3 C 4.471 4.500 -2.090
4 N 3.235 3.669 -1.939
5 C 3.350 2.496 -1.342
6 C 2.284 1.614 -1.194
7 C 2.544 0.336 -0.481
8 O 3.470 0.129 0.228
9 O 1.581 -0.625 -0.714
10 C 1.037 2.001 -1.655
11 O -0.032 1.196 -1.493
12 C 0.878 3.258 -2.280
13 C -0.366 3.709 -2.767
14 C -0.460 4.918 -3.375
15 F -1.638 5.271 -3.888
16 C 0.652 5.801 -3.539
17 C 1.877 5.341 -3.065
18 C 2.010 4.096 -2.442
19 N 0.538 7.041 -4.135
20 C 1.520 7.481 -5.126
21 C 1.776 8.976 -5.039
22 N 0.476 9.717 -5.184
23 C -0.523 9.249 -4.162
24 C -0.737 7.747 -4.276
25 H 5.965 4.988 -3.536
26 H 4.386 4.674 -4.262
27 H 5.378 3.336 -3.670
28 H 4.208 5.523 -1.829
29 H 5.161 4.152 -1.325
30 H 4.327 2.226 -0.959
31 H -1.249 3.090 -2.696
32 H 2.736 5.986 -3.148
33 H 1.162 7.225 -6.132
34 H 2.468 6.968 -4.993
35 H 2.446 9.305 -5.832
36 H 2.189 9.261 -4.073
37 H 0.099 9.584 -6.128
38 H 0.634 10.723 -5.081
39 H -1.456 9.784 -4.329
40 H -0.121 9.522 -3.187
41 H -1.224 7.505 -5.228
42 H -1.420 7.470 -3.479
43 C -4.159 -1.517 -3.328
44 O -3.021 -2.448 -3.181
45 C -1.986 -2.110 -2.531
46 O -1.807 -0.979 -1.958
47 N -1.007 -3.021 -2.440
48 N 0.127 -2.616 -1.718
49 H -4.869 -2.067 -3.932
50 H -3.812 -0.623 -3.837
51 H -4.560 -1.302 -2.343
52 H -1.061 -3.928 -2.890
53 H 0.951 -2.618 -2.323
54 H 0.314 -3.284 -0.967
55 C -2.170 -0.487 3.079
56 S -0.621 -0.018 2.341
57 C 0.502 -1.190 3.071
58 O -0.785 -0.574 0.847
59 H -2.094 -0.221 4.136
60 H -2.330 -1.557 2.955
61 H -2.954 0.106 2.611
62 H 0.593 -0.905 4.122
63 H 1.470 -1.082 2.583
64 H 0.099 -2.198 2.980

**Molar mass**: 535.4 Da
**Electronic energy**: -77597.3127 eV
**HOMO-LUMO gap**: 6.760 eV
**Energy above the lowest of the compared OMol25 structures with the same formula, charge and spin**: 0.1 kcal/mol
**Multiplicity**: 1
**HOMO energy**: -18.5 eV
**Maximum force**: 0.357 eV/Å
**Charge**: +4

2.
Formula: C43H83FN2O12PS
Source: the OMol25 dataset
Level of theory: wB97M-V/def2-TZVPD

CARTESIAN COORDINATES (ANGSTROEM)
1 O -0.701 -4.502 -1.938
2 C 0.050 -4.607 -0.938
3 O -0.199 -5.208 0.102
4 P 1.785 -3.815 -0.963
5 C 2.619 -5.504 -0.974
6 C 3.459 -5.765 -2.212
7 F 4.820 -5.597 -1.957
8 C 3.507 -2.955 -0.864
9 C 3.386 -1.478 -0.576
10 S 4.975 -0.624 -0.230
11 C 5.895 -1.841 0.624
12 N 6.128 -1.992 1.864
13 N 6.907 -3.136 1.948
14 C 7.081 -3.586 0.795
15 O 6.460 -2.797 -0.130
16 H 1.509 -3.276 0.340
17 H 1.466 -3.081 -2.162
18 H 1.864 -6.273 -0.924
19 H 3.254 -5.644 -0.107
20 H 3.214 -5.131 -3.057
21 H 3.337 -6.798 -2.524
22 H 4.078 -3.062 -1.785
23 H 4.064 -3.479 -0.098
24 H 3.052 -0.990 -1.485
25 H 2.670 -1.256 0.209
26 H 7.605 -4.450 0.458
27 C 10.498 -2.083 4.379
28 C 11.651 -2.256 3.396
29 C 11.795 -3.772 3.351
30 O 10.494 -4.310 3.573
31 C 9.611 -3.269 4.025
32 H 9.980 -1.130 4.286
33 H 10.865 -2.175 5.405
34 H 11.363 -1.876 2.413
35 H 12.569 -1.753 3.700
36 H 12.461 -4.130 4.146
37 H 12.175 -4.133 2.393
38 H 8.923 -3.024 3.214
39 H 9.030 -3.633 4.873
40 C -4.067 -2.622 0.230
41 C -2.569 -2.819 0.026
42 C -2.241 -1.730 -0.976
43 O -3.170 -0.650 -0.724
44 C -4.194 -1.106 0.157
45 H -4.442 -3.034 1.167
46 H -4.619 -3.085 -0.592
47 H -2.046 -2.632 0.968
48 H -2.289 -3.809 -0.325
49 H -2.384 -2.083 -2.000
50 H -1.222 -1.356 -0.880
51 H -4.029 -0.646 1.141
52 H -5.168 -0.779 -0.218
53 C -0.447 -0.934 3.806
54 C -0.738 0.420 3.166
55 C 0.553 0.685 2.403
56 O 1.062 -0.592 2.018
57 C 0.353 -1.626 2.713
58 H -1.342 -1.488 4.087
59 H 0.168 -0.802 4.700
60 H -1.576 0.333 2.470
61 H -0.972 1.206 3.885
62 H 1.298 1.178 3.038
63 H 0.400 1.294 1.511
64 H -0.302 -2.130 1.998
65 H 1.066 -2.355 3.099
66 C -7.787 2.285 2.440
67 C -6.639 1.479 1.843
68 C -5.677 1.400 3.014
69 O -6.474 1.409 4.205
70 C -7.818 1.764 3.872
71 H -8.735 2.152 1.921
72 H -7.539 3.349 2.431
73 H -6.985 0.477 1.573
74 H -6.196 1.935 0.959
75 H -5.013 2.271 3.041
76 H -5.064 0.499 2.997
77 H -8.443 0.867 3.954
78 H -8.181 2.505 4.587
79 C -4.363 3.339 -2.811
80 C -5.103 4.654 -3.037
81 C -6.310 4.488 -2.125
82 O -5.886 3.673 -1.031
83 C -4.605 3.094 -1.330
84 H -3.304 3.381 -3.063
85 H -4.823 2.545 -3.404
86 H -4.489 5.493 -2.699
87 H -5.380 4.830 -4.075
88 H -7.129 3.972 -2.641
89 H -6.686 5.439 -1.741
90 H -3.849 3.593 -0.715
91 H -4.615 2.035 -1.073
92 C -11.126 1.712 -3.787
93 C -10.167 0.730 -3.117
94 C -8.884 0.961 -3.904
95 O -8.904 2.334 -4.311
96 C -10.202 2.884 -4.083
97 H -11.976 1.989 -3.166
98 H -11.507 1.288 -4.719
99 H -10.021 1.006 -2.071
100 H -10.502 -0.305 -3.152
101 H -8.850 0.335 -4.802
102 H -7.986 0.774 -3.316
103 H -10.137 3.566 -3.227
104 H -10.511 3.455 -4.960
105 C 10.770 -3.838 -3.123
106 C 9.822 -2.664 -3.345
107 C 8.659 -3.025 -2.432
108 O 9.223 -3.762 -1.337
109 C 10.573 -4.118 -1.640
110 H 11.807 -3.622 -3.378
111 H 10.445 -4.697 -3.715
112 H 10.292 -1.736 -3.008
113 H 9.517 -2.534 -4.382
114 H 7.934 -3.666 -2.941
115 H 8.134 -2.153 -2.045
116 H 11.240 -3.500 -1.027
117 H 10.736 -5.165 -1.380
118 C 7.238 0.621 4.234
119 C 7.379 2.087 4.636
120 C 6.280 2.741 3.809
121 O 5.249 1.767 3.661
122 C 5.733 0.483 4.085
123 H 7.656 -0.076 4.959
124 H 7.726 0.446 3.271
125 H 7.167 2.203 5.702
126 H 8.365 2.507 4.438
127 H 6.645 3.013 2.811
128 H 5.868 3.634 4.282
129 H 5.260 0.240 5.044
130 H 5.453 -0.274 3.357
131 C -8.775 6.497 -4.075
132 C -9.426 7.034 -2.806
133 C -9.104 8.519 -2.900
134 O -9.050 8.835 -4.294
135 C -9.034 7.627 -5.060
136 H -9.179 5.542 -4.408
137 H -7.701 6.372 -3.920
138 H -10.507 6.879 -2.846
139 H -9.050 6.577 -1.892
140 H -8.127 8.742 -2.457
141 H -9.854 9.148 -2.418
142 H -10.011 7.514 -5.545
143 H -8.270 7.701 -5.834

**Molar mass**: 902.2 Da
**Electronic energy**: -96323.9751 eV
**HOMO-LUMO gap**: 5.507 eV
**Multiplicity**: 1
**HOMO energy**: -3.7 eV
**Maximum force**: 2.636 eV/Å
**Charge**: -1

3.
Formula: C2H8S4
Source: the OMol25 dataset
Level of theory: wB97M-V/def2-TZVPD

CARTESIAN COORDINATES (ANGSTROEM)
1 C 0.621 1.396 1.223
2 S 1.578 0.584 -0.146
3 S 2.606 2.260 -0.796
4 H -0.167 1.996 0.707
5 H 1.311 1.766 2.016
6 H 0.251 0.379 1.537
7 H 3.763 1.577 -0.828
8 C -1.794 -0.645 -1.178
9 S -1.138 -2.307 -1.132
10 S -0.888 -2.532 0.954
11 H -0.961 0.058 -1.129
12 H -2.435 -0.331 -0.330
13 H -2.468 -0.426 -2.018
14 H -0.278 -3.775 1.121

**Molar mass**: 160.4 Da
**Electronic energy**: -45543.6312 eV
**HOMO-LUMO gap**: 8.553 eV
**Energy above the lowest of the compared OMol25 structures with the same formula, charge and spin**: 25.6 kcal/mol
**Multiplicity**: 1
**HOMO energy**: -8.2 eV
**SMILES**: CSS.CSS
**Maximum force**: 2.659 eV/Å
**Charge**: 0

4.
Formula: C36H49IN3O4SW
Source: the OMol25 dataset
Level of theory: wB97M-V/def2-TZVPD

CARTESIAN COORDINATES (ANGSTROEM)
1 W 0.072 0.410 0.410
2 C -1.339 -1.343 -0.210
3 C -1.910 -0.046 -0.547
4 C -2.154 0.621 0.729
5 C -1.663 -0.292 1.740
6 C -1.307 -1.536 1.174
7 C -1.185 -2.863 1.891
8 C -2.600 -3.464 1.745
9 C -0.188 -3.808 1.223
10 C -0.892 -2.707 3.384
11 C -3.071 1.767 1.200
12 C -4.468 1.156 1.423
13 C -2.639 2.310 2.575
14 C -3.180 2.959 0.246
15 C -2.479 0.197 -1.959
16 C -4.010 0.075 -1.888
17 C -2.014 -0.898 -2.928
18 C -2.100 1.550 -2.586
19 H -1.053 -2.094 -0.927
20 H -1.640 -0.070 2.794
21 H -2.848 -3.639 0.696
22 H -3.359 -2.807 2.175
23 H -2.640 -4.420 2.270
24 H -0.432 -3.976 0.173
25 H -0.222 -4.777 1.725
26 H 0.832 -3.435 1.270
27 H -1.669 -2.123 3.882
28 H 0.069 -2.238 3.582
29 H -0.883 -3.695 3.847
30 H -4.413 0.330 2.135
31 H -4.921 0.783 0.509
32 H -5.130 1.916 1.842
33 H -2.795 1.577 3.367
34 H -3.267 3.169 2.815
35 H -1.601 2.625 2.608
36 H -3.623 2.696 -0.711
37 H -2.211 3.424 0.058
38 H -3.825 3.712 0.703
39 H -4.310 -0.811 -1.325
40 H -4.408 -0.016 -2.900
41 H -4.474 0.946 -1.434
42 H -2.411 -1.879 -2.658
43 H -0.928 -0.969 -2.997
44 H -2.391 -0.659 -3.924
45 H -1.993 2.349 -1.861
46 H -2.863 1.843 -3.311
47 H -1.165 1.468 -3.138
48 S 1.568 -0.974 1.914
49 C 2.771 0.091 1.321
50 C 4.116 0.181 1.702
51 C 4.902 1.123 1.089
52 C 4.355 1.975 0.119
53 C 3.028 1.843 -0.195
54 N 2.259 0.905 0.389
55 H 4.501 -0.481 2.465
56 H 5.946 1.215 1.359
57 H 4.955 2.728 -0.370
58 H 2.544 2.491 -0.914
59 I 3.202 -2.443 -4.277
60 C 2.110 -1.120 -3.152
61 C 1.814 0.189 -3.466
62 N 1.081 0.675 -2.456
63 N 0.888 -0.248 -1.499
64 C 1.504 -1.351 -1.909
65 H 2.068 0.791 -4.322
66 H 0.718 1.608 -2.309
67 H 1.512 -2.256 -1.316
68 O 0.890 4.698 -1.411
69 C 0.795 5.197 -0.151
70 C 0.969 6.555 0.096
71 C 0.898 7.042 1.388
72 C 0.661 6.189 2.461
73 C 0.492 4.843 2.221
74 C 0.546 4.328 0.920
75 C 0.329 2.894 0.749
76 O 0.109 2.350 -0.394
77 O 0.351 2.090 1.732
78 H 1.061 5.425 -2.020
79 H 1.164 7.227 -0.732
80 H 1.034 8.102 1.560
81 H 0.611 6.577 3.469
82 H 0.314 4.154 3.036
83 C 4.276 -5.153 -1.173
84 C 3.273 -6.228 -1.587
85 C 2.013 -5.408 -1.841
86 O 2.113 -4.248 -0.999
87 C 3.395 -4.219 -0.361
88 H 4.665 -4.634 -2.051
89 H 5.116 -5.543 -0.600
90 H 3.112 -6.929 -0.766
91 H 3.582 -6.797 -2.463
92 H 1.098 -5.945 -1.588
93 H 1.949 -5.079 -2.882
94 H 3.294 -4.564 0.674
95 H 3.746 -3.184 -0.346

**Molar mass**: 930.6 Da
**Electronic energy**: -71546.6632 eV
**HOMO-LUMO gap**: 7.271 eV
**Energy above the lowest of the compared OMol25 structures with the same formula, charge and spin**: 0.0 kcal/mol
**Multiplicity**: 1
**HOMO energy**: -9.8 eV
**Maximum force**: 0.617 eV/Å
**Charge**: +1